(1)
{
  "formula": "C24H33AsCl5N2NiOSSi2",
  "method": "wB97M-V/def2-TZVPD",
  "relative_energy_ev": 0.5172,
  "e_homo_ev": [-3.697, -4.208],
  "orbital_gap_ev": [6.19, 6.68],
  "multiplicity": 3,
  "charge": -1,
  "total_energy_ha": -8141.48814,
  "species": ["Ni", "C", "C", "N", "C", "C", "C", "S", "N", "C", "O", "C", "C", "C", "C", "C", "C", "H", "H", "H", "H", "H", "H", "H", "H", "H", "H", "H", "H", "H", "H", "H", "Cl", "C", "C", "C", "Cl", "C", "Cl", "C", "Cl", "C", "Cl", "C", "Si", "C", "C", "As", "Si", "C", "C", "C", "H", "H", "H", "H", "H", "H", "H", "H", "H", "H", "H", "H", "H", "H", "H", "H", "H", "H"],
  "coordinates": [[-0.237, -0.660, 0.720], [-6.187, 0.117, -1.676], [-5.375, 1.266, -1.095], [-4.607, 0.869, 0.084], [-5.242, 1.103, 1.374], [-4.893, 2.465, 1.961], [-3.372, 0.321, -0.037], [-2.491, -0.010, 1.400], [-2.974, 0.178, -1.313], [-1.872, -0.459, -1.689], [-1.113, -1.184, -1.003], [-1.517, -0.336, -3.146], [-0.260, -0.768, -3.556], [0.115, -0.654, -4.889], [-0.768, -0.123, -5.819], [-2.028, 0.301, -5.413], [-2.399, 0.198, -4.079], [-6.804, 0.463, -2.509], [-6.844, -0.318, -0.919], [-5.512, -0.660, -2.036], [-6.034, 2.082, -0.791], [-4.686, 1.646, -1.842], [-4.944, 0.315, 2.061], [-6.320, 1.024, 1.219], [-3.816, 2.535, 2.111], [-5.389, 2.604, 2.925], [-5.207, 3.270, 1.292], [0.419, -1.178, -2.819], [1.099, -0.982, -5.199], [-0.477, -0.037, -6.859], [-2.721, 0.715, -6.135], [-3.374, 0.529, -3.744], [0.287, 2.698, 2.460], [0.574, 1.165, 3.252], [0.404, 0.013, 2.515], [0.520, -1.161, 3.239], [0.037, -2.593, 2.343], [0.913, -1.250, 4.563], [1.106, -2.784, 5.335], [1.152, -0.060, 5.250], [1.668, -0.103, 6.898], [0.952, 1.157, 4.596], [1.173, 2.636, 5.464], [5.089, -2.527, -0.492], [3.680, -2.288, 0.736], [4.433, -1.528, 2.285], [3.135, -4.026, 1.207], [1.978, -1.149, -0.350], [2.840, 1.005, -0.443], [1.421, 2.011, -1.180], [3.412, 1.871, 1.130], [4.307, 1.112, -1.627], [5.923, -3.079, -0.040], [5.466, -1.567, -0.855], [4.729, -3.088, -1.359], [5.082, -2.255, 2.789], [3.657, -1.216, 2.992], [5.036, -0.651, 2.038], [4.001, -4.621, 1.515], [2.664, -4.521, 0.352], [2.415, -4.018, 2.029], [0.493, 1.766, -0.653], [1.279, 1.763, -2.236], [1.567, 3.092, -1.088], [2.579, 2.380, 1.621], [4.172, 2.622, 0.884], [3.841, 1.171, 1.847], [4.121, 0.522, -2.529], [5.210, 0.720, -1.147], [4.509, 2.150, -1.920]],
  "forces_ev_per_angstrom": [[0.00, 0.46, 0.13], [0.01, -0.03, 0.03], [0.04, -0.05, 0.05], [-0.06, -0.05, -0.01], [0.04, 0.06, -0.03], [0.03, 0.00, -0.04], [0.03, 0.02, -0.12], [0.06, 0.02, -0.15], [-0.06, 0.20, 0.04], [-0.05, -0.25, -0.01], [0.02, 0.02, -0.20], [-0.06, 0.00, -0.01], [0.05, -0.01, -0.09], [-0.04, 0.01, 0.04], [-0.04, 0.01, 0.04], [0.00, -0.01, 0.05], [-0.02, 0.03, -0.03], [0.02, -0.01, 0.02], [0.01, 0.01, -0.03], [-0.03, 0.00, 0.00], [0.00, 0.02, 0.04], [0.03, 0.05, -0.02], [0.01, -0.04, 0.01], [-0.03, -0.04, 0.00], [-0.03, 0.01, 0.01], [0.01, 0.00, -0.03], [0.01, -0.01, 0.03], [0.01, 0.00, 0.00], [0.00, 0.00, 0.01], [0.00, 0.00, 0.01], [0.00, 0.00, -0.01], [0.03, 0.00, -0.01], [-0.21, 0.00, 0.11], [0.15, 0.20, -0.06], [-0.23, -0.43, 0.24], [0.07, 0.13, 0.09], [-0.02, -0.32, 0.26], [0.02, -0.10, -0.01], [-0.02, 0.05, 0.01], [-0.01, 0.06, -0.06], [-0.02, 0.01, -0.03], [0.03, -0.01, 0.00], [0.01, -0.03, -0.01], [0.11, 0.02, -0.07], [-0.02, 0.00, 0.05], [-0.03, 0.07, 0.13], [-0.16, -0.09, 0.02], [0.16, 0.06, -0.17], [-0.04, -0.01, -0.16], [-0.03, 0.02, -0.02], [-0.05, 0.02, 0.12], [0.07, 0.00, -0.07], [-0.07, 0.04, -0.03], [0.00, -0.06, 0.01], [0.04, 0.03, 0.03], [-0.04, 0.05, -0.04], [0.07, -0.02, -0.04], [-0.01, -0.03, 0.04], [-0.02, 0.03, -0.02], [0.02, 0.00, 0.06], [0.08, -0.02, -0.07], [-0.04, 0.06, -0.01], [-0.02, 0.00, 0.04], [0.06, -0.06, -0.02], [0.20, -0.08, -0.09], [-0.04, -0.04, 0.01], [0.04, 0.02, 0.01], [0.03, 0.04, 0.03], [-0.03, 0.03, -0.05], [-0.03, -0.08, 0.05]]
}

***

(2)
{
  "formula": "C24H33AsCl5N2NiOSSi2",
  "method": "wB97M-V/def2-TZVPD",
  "relative_energy_ev": 0.0000,
  "e_homo_ev": [-4.112, -4.402],
  "orbital_gap_ev": [6.65, 6.92],
  "multiplicity": 3,
  "charge": -1,
  "total_energy_ha": -8141.50715,
  "species": ["Ni", "C", "C", "N", "C", "C", "C", "S", "N", "C", "O", "C", "C", "C", "C", "C", "C", "H", "H", "H", "H", "H", "H", "H", "H", "H", "H", "H", "H", "H", "H", "H", "Cl", "C", "C", "C", "Cl", "C", "Cl", "C", "Cl", "C", "Cl", "C", "Si", "C", "C", "As", "Si", "C", "C", "C", "H", "H", "H", "H", "H", "H", "H", "H", "H", "H", "H", "H", "H", "H", "H", "H", "H", "H"],
  "coordinates": [[-1.113, -1.234, -0.814], [3.545, 2.569, -2.955], [3.643, 1.746, -1.677], [3.003, 0.438, -1.804], [3.858, -0.615, -2.330], [4.901, -1.110, -1.341], [1.655, 0.334, -1.671], [0.929, -1.218, -1.919], [1.045, 1.492, -1.426], [-0.238, 1.654, -1.085], [-1.065, 0.823, -0.671], [-0.695, 3.086, -1.135], [0.203, 4.133, -1.328], [-0.249, 5.441, -1.370], [-1.602, 5.713, -1.224], [-2.501, 4.674, -1.030], [-2.050, 3.365, -0.980], [4.035, 3.536, -2.832], [2.498, 2.739, -3.199], [4.019, 2.060, -3.796], [3.185, 2.278, -0.847], [4.685, 1.563, -1.414], [4.346, -0.224, -3.232], [3.221, -1.438, -2.643], [5.627, -0.341, -1.076], [5.456, -1.940, -1.781], [4.427, -1.462, -0.428], [1.251, 3.898, -1.437], [0.456, 6.251, -1.515], [-1.956, 6.737, -1.260], [-3.557, 4.883, -0.915], [-2.736, 2.544, -0.828], [-4.466, 0.472, -0.849], [-4.293, -1.193, -1.341], [-3.025, -1.755, -1.358], [-2.986, -3.084, -1.745], [-1.377, -3.803, -1.728], [-4.081, -3.852, -2.101], [-3.922, -5.502, -2.566], [-5.333, -3.237, -2.066], [-6.741, -4.141, -2.488], [-5.442, -1.902, -1.680], [-7.003, -1.164, -1.621], [-1.492, -0.366, 4.617], [-1.334, 0.001, 2.757], [0.166, 1.153, 2.576], [-2.867, 0.994, 2.281], [-1.302, -1.997, 1.557], [0.842, -2.737, 2.047], [1.120, -4.348, 1.093], [2.289, -1.590, 1.576], [1.058, -3.116, 3.889], [-1.507, 0.567, 5.187], [-0.672, -0.980, 4.994], [-2.422, -0.902, 4.817], [-0.059, 2.092, 3.092], [0.394, 1.387, 1.534], [1.066, 0.732, 3.030], [-2.956, 1.866, 2.936], [-3.778, 0.400, 2.374], [-2.794, 1.335, 1.249], [1.225, -4.138, 0.029], [0.300, -5.055, 1.220], [2.044, -4.826, 1.432], [1.963, -0.639, 1.154], [2.895, -2.090, 0.820], [2.925, -1.382, 2.440], [0.263, -3.760, 4.268], [1.059, -2.200, 4.481], [2.016, -3.617, 4.054]],
  "forces_ev_per_angstrom": [[-0.22, 0.45, 0.34], [-0.01, 0.00, -0.01], [-0.03, 0.00, 0.05], [-0.04, 0.14, 0.02], [-0.06, -0.06, -0.11], [0.05, -0.05, -0.03], [-0.04, -0.14, -0.05], [0.18, 0.05, -0.08], [0.02, -0.09, -0.03], [0.14, 0.06, 0.21], [-0.12, -0.28, -0.15], [-0.07, 0.02, 0.00], [-0.04, -0.11, 0.00], [0.01, 0.05, 0.00], [-0.04, 0.05, 0.00], [-0.03, 0.03, 0.01], [0.06, -0.01, -0.01], [0.02, 0.01, 0.03], [-0.02, 0.01, -0.02], [0.01, -0.03, 0.00], [0.01, 0.00, -0.02], [0.01, 0.03, -0.02], [0.03, -0.02, 0.03], [0.04, 0.02, 0.02], [-0.02, 0.04, 0.02], [0.00, -0.01, -0.01], [-0.03, 0.00, 0.03], [0.04, 0.01, -0.01], [0.00, 0.01, 0.00], [0.00, 0.00, 0.00], [-0.01, 0.01, 0.00], [0.03, -0.01, -0.01], [-0.05, -0.07, -0.08], [0.18, 0.13, 0.07], [0.10, 0.00, 0.05], [0.31, 0.00, 0.04], [-0.20, -0.24, -0.10], [-0.17, 0.20, 0.04], [0.03, -0.08, -0.02], [0.05, -0.09, 0.00], [-0.06, -0.02, -0.02], [-0.03, -0.12, -0.04], [0.00, 0.02, -0.01], [0.03, 0.09, -0.18], [0.09, 0.01, 0.07], [-0.15, -0.06, 0.07], [0.20, -0.05, 0.09], [-0.14, 0.05, -0.10], [0.05, 0.15, -0.12], [0.05, 0.08, 0.16], [-0.09, -0.10, 0.06], [0.02, -0.02, -0.09], [-0.01, 0.03, 0.02], [0.00, 0.02, -0.03], [-0.04, -0.02, -0.02], [0.03, 0.04, 0.00], [-0.04, -0.05, 0.01], [-0.02, -0.05, 0.01], [-0.01, 0.03, 0.00], [0.00, -0.05, 0.01], [0.04, 0.01, 0.00], [-0.02, 0.04, -0.10], [-0.04, 0.01, 0.03], [0.02, -0.03, -0.01], [-0.06, -0.02, 0.01], [0.04, -0.03, -0.04], [0.02, 0.01, 0.02], [-0.04, -0.02, -0.01], [0.00, 0.03, -0.01], [0.05, -0.04, 0.01]]
}

***

(3)
{
  "formula": "C24H33Cl2CrN4O3",
  "method": "wB97M-V/def2-TZVPD",
  "e_homo_ev": [-1.755, -2.259],
  "orbital_gap_ev": [4.20, 4.70],
  "multiplicity": 5,
  "charge": -1,
  "total_energy_ha": -3343.93553,
  "species": ["O", "C", "C", "C", "H", "C", "H", "C", "H", "C", "H", "C", "H", "H", "C", "C", "H", "H", "H", "C", "C", "H", "H", "H", "H", "Cr", "Cl", "Cl", "H", "H", "C", "C", "N", "H", "C", "O", "H", "H", "H", "H", "H", "H", "C", "C", "N", "H", "C", "O", "H", "H", "H", "H", "N", "C", "N", "C", "C", "C", "C", "C", "C", "H", "H", "H", "H", "H", "H"],
  "coordinates": [[1.983, 2.162, -2.038], [2.586, 1.258, -1.503], [3.063, -0.010, -2.073], [2.243, -0.953, -2.709], [1.195, -1.033, -2.413], [2.845, -1.775, -3.650], [2.219, -2.427, -4.244], [4.221, -1.731, -3.866], [4.661, -2.311, -4.672], [5.027, -0.946, -3.034], [6.097, -0.915, -3.187], [4.457, -0.146, -2.060], [5.052, 0.420, -1.332], [2.890, 1.388, -0.433], [2.183, 0.626, 2.177], [1.602, -0.528, 1.448], [3.195, 0.382, 2.469], [1.583, 0.915, 3.038], [2.289, 1.482, 1.517], [2.288, -1.591, 0.992], [3.014, -2.415, 2.008], [2.234, -1.978, -0.023], [4.049, -2.585, 1.708], [2.514, -3.373, 2.210], [3.013, -1.840, 2.948], [-0.349, -0.682, 1.349], [-0.514, -1.827, -0.601], [-0.198, -1.730, 3.292], [-0.678, 1.381, -5.184], [-2.737, 0.156, -4.440], [-0.165, 0.877, -4.350], [-2.247, -0.188, -3.518], [-1.085, 0.642, -3.251], [0.669, 1.495, -3.996], [-0.999, 1.365, -2.108], [-1.610, 1.110, -1.064], [-2.939, -0.125, -2.674], [-0.312, 2.230, -2.196], [0.228, -0.080, -4.716], [-1.937, -1.229, -3.668], [-1.707, 4.138, 3.444], [-0.980, 5.681, 1.346], [-0.699, 3.732, 3.279], [-0.105, 5.021, 1.249], [-0.390, 3.731, 1.856], [-0.640, 2.716, 3.681], [-0.367, 2.592, 1.157], [-0.640, 1.479, 1.707], [0.139, 4.886, 0.190], [-0.096, 2.691, 0.097], [0.022, 4.383, 3.786], [0.741, 5.496, 1.767], [-4.467, -0.221, 1.960], [-3.286, 0.283, 1.504], [-2.417, -0.698, 1.320], [-3.058, -1.909, 1.518], [-2.546, -3.205, 1.487], [-3.291, -4.207, 2.096], [-4.503, -3.894, 2.737], [-5.056, -2.599, 2.681], [-4.339, -1.627, 2.012], [-5.283, 0.338, 2.189], [-3.103, 1.334, 1.316], [-1.596, -3.373, 0.990], [-2.920, -5.233, 2.081], [-5.028, -4.688, 3.267], [-6.013, -2.319, 3.131]],
  "forces_ev_per_angstrom": [[-0.08, -0.45, -0.61], [0.05, 0.17, 2.43], [-0.15, -0.28, -0.16], [0.44, 0.62, -0.12], [0.08, 0.21, -0.37], [0.01, -0.20, 0.13], [0.04, -0.22, 0.05], [0.03, 0.32, 0.14], [0.00, 0.04, 0.16], [0.04, -0.44, -0.24], [0.11, -0.24, 0.12], [-0.41, 0.32, -0.32], [-0.19, 0.00, -0.55], [0.08, 0.02, -0.41], [0.25, -1.02, 1.30], [0.12, 1.43, -2.76], [0.73, 0.10, 0.62], [0.06, 0.23, 0.22], [-0.28, 0.26, -0.23], [0.82, -0.28, 0.85], [1.18, 0.63, 0.14], [-1.02, -0.54, 0.28], [0.40, -0.51, 0.14], [0.03, 0.27, -0.19], [0.10, -0.39, -0.10], [-0.37, 1.46, -1.73], [0.13, -0.81, -1.88], [-0.20, -0.91, 2.33], [0.11, -0.06, 0.06], [0.04, 0.06, 0.11], [-0.20, 0.16, 0.08], [0.33, -0.33, 0.10], [-0.22, 0.37, -0.20], [-0.18, -0.20, -0.13], [-0.62, -0.49, 1.23], [0.31, 0.98, -1.61], [0.25, -0.10, -0.13], [0.03, -0.39, 0.09], [-0.02, 0.20, 0.11], [-0.16, 0.11, 0.18], [0.15, -0.10, 0.04], [0.19, -0.08, -0.11], [-0.01, 0.09, -0.08], [-0.06, -0.19, 0.17], [0.12, 0.51, 0.11], [0.00, 0.22, -0.22], [-0.63, -3.14, 1.50], [0.53, 3.34, -1.39], [-0.05, 0.05, 0.23], [-0.03, -0.16, 0.21], [-0.10, -0.14, 0.01], [-0.15, -0.08, -0.21], [-0.62, -0.38, -0.07], [0.73, -1.93, 0.06], [-1.02, 1.15, -0.59], [-0.53, 0.93, 0.82], [-0.08, -0.33, 0.02], [0.03, 0.51, -0.26], [-0.58, 0.52, -0.15], [-0.49, -0.84, 0.15], [0.52, 0.61, 0.21], [0.35, -0.43, -0.10], [0.07, -0.30, 0.18], [-0.11, -0.07, 0.29], [-0.12, 0.30, 0.14], [-0.03, 0.24, -0.11], [0.28, -0.44, 0.05]]
}